1.
# C14H12ClN

C14H12ClN in the gas phase at a distorted geometry (ωB97M-V/def2-TZVPD, the Open Molecules 2025 dataset).

Each line ends with the natural charge from an NBO analysis.
Positions of all 28 atoms, in Å:
Cl -2.1341 1.3772 -1.2999  -0.14
N -0.6005 0.4262 0.5232  -0.42
C -1.8032 -1.7225 0.9653  -0.29
C -0.4220 -3.7391 0.2928  -0.25
C 0.5703 -2.8670 -0.2249  -0.16
C 1.2612 -0.3485 -0.5184  -0.02
C -1.6229 2.6656 0.9563  -0.67
C 2.5087 -0.2785 -1.1594  -0.18
C 1.0370 2.1021 -0.3815  -0.25
C 2.3114 2.1678 -0.9942  -0.19
C -1.7561 1.2506 0.5013  0.03
C 0.5757 0.8200 -0.1670  0.16
C 0.4364 -1.4635 -0.1211  -0.13
C -1.5945 -3.1292 0.8832  -0.18
C 3.0226 1.0159 -1.3849  -0.24
C -0.7466 -0.9829 0.4366  0.26
H 4.0140 1.0434 -1.7959  0.22
H -2.4445 2.9968 1.6607  0.23
H 1.4813 -3.2042 -0.7172  0.21
H 2.9444 -1.2505 -1.4152  0.22
H -0.2590 -4.8276 0.2672  0.22
H -2.3332 -3.7963 1.2590  0.21
H -1.6429 3.2108 -0.0039  0.24
H 0.4479 2.9688 -0.1812  0.23
H -0.6612 2.9138 1.4491  0.23
H 2.7582 3.1209 -1.1946  0.21
H -2.7226 -1.2524 1.3462  0.22
H -2.6257 0.7822 1.0184  0.23

Results
Calculated total energy in eV: -28725.1457
Gap between HOMO and LUMO in eV: 8.7
SMILES: C[C@@H](Cl)n1c2ccccc2c2ccccc21
LUMO in hartree: 0.020


2.
# C46H52BF2Ge2N7OS3Sr

A molecular structure, C46H52BF2Ge2N7OS3Sr at a distorted geometry (ωB97M-V/def2-TZVPD, the Open Molecules 2025 dataset).

Each line ends with the Mulliken spin population.
Positions of all 115 atoms, in Å:
Sr 0.3329 0.9319 0.5849  0.15
Ge -1.9429 -1.9373 -2.6914  0.09
Ge -1.9798 -0.7937 -0.3799  0.42
S -1.0421 -0.2967 2.9182  0.03
S 3.2749 0.7877 3.5787  0.00
S 1.3060 -1.9475 -0.2280  -0.01
F -2.2435 5.8406 1.5690  0.00
F 1.2435 5.1974 4.5990  0.00
O 1.6079 0.8878 -1.0965  0.02
N 3.0546 -0.7181 -1.9156  0.00
N 1.7339 -1.3694 4.2066  0.00
N -0.9831 2.5548 -0.6935  -0.08
N -1.2073 1.9330 4.4073  0.00
N 3.1845 -1.6980 2.5900  0.00
N 3.0851 -2.9661 -1.8831  0.00
N 0.2937 0.5143 5.1452  0.00
C 0.4339 3.2930 1.5755  0.00
C -2.2211 3.0322 -2.6644  0.01
C -3.9286 1.2945 0.4413  -0.01
C 5.0055 3.4725 -3.7011  0.00
C 2.6974 -0.7882 3.4767  0.00
C 3.6166 -2.6304 -4.2745  0.00
C -1.0995 5.1552 1.8808  0.01
C -3.5479 0.4684 -0.6075  0.15
C -2.0139 4.6737 -0.9405  0.00
C -4.2269 0.6010 -1.8102  0.00
C 3.2361 2.8920 -2.1838  0.00
C -1.4206 2.2154 -1.8866  0.04
C -2.8704 -2.2272 0.6984  0.07
C 4.1464 -2.8705 -2.8625  0.00
C -0.6441 4.0864 1.1043  0.01
C 5.2521 2.1273 -3.9238  0.00
C 2.6253 0.5186 -1.7205  0.01
C -3.1812 -4.5726 1.1820  -0.01
C 2.5162 -1.8266 -1.4065  0.00
C -2.5298 4.2865 -2.1628  0.00
C -0.6411 -3.4375 -3.0102  0.01
C 1.5737 -2.6395 3.7346  0.00
C -4.9626 2.2030 0.3099  -0.02
C -2.5755 -3.5626 0.4586  0.03
C -4.0761 -4.2573 2.1916  0.03
C -4.3510 -2.9290 2.4684  -0.02
C -0.4909 5.5430 3.0555  0.00
C -2.2727 2.4743 3.6203  0.01
C -5.6310 2.3139 -0.8973  0.01
C -5.2591 1.5092 -1.9604  0.00
C -0.6419 2.4830 5.5274  0.00
C 3.9953 3.8511 -2.8303  0.00
C 1.0329 3.6927 2.7733  -0.01
C 3.4776 1.5401 -2.4070  0.00
C -3.7545 -1.9269 1.7261  0.02
C -0.6069 0.7341 4.1811  0.00
C 4.2298 -1.4351 1.6456  0.00
C 2.5849 -4.2809 -1.5672  0.00
C 2.4636 -2.8565 2.7382  0.00
C 0.2830 1.5972 5.9697  0.00
C 4.4936 1.1673 -3.2821  0.00
C -1.2457 3.7655 -0.1986  0.00
C -1.4390 -0.6928 -4.1945  0.01
C 3.5334 -5.1054 -0.6976  0.00
C 0.6083 4.8109 3.4631  0.00
C -3.6892 -2.7452 -3.3207  0.03
B 1.0395 -0.8121 5.4664  0.00
H -1.9268 2.6809 2.6058  0.00
H 4.4804 -5.3023 -1.1973  0.00
H 3.7354 -4.5811 0.2320  0.00
H -0.8732 6.3735 3.6271  0.00
H 3.0617 -6.0574 -0.4639  0.00
H 0.2279 -1.6145 5.8179  0.00
H 1.8572 -0.5672 6.3013  0.00
H 5.6041 4.2234 -4.1992  0.00
H -0.9370 -3.9929 -3.8961  0.00
H 0.9294 1.6471 6.8199  0.00
H 4.3470 -2.2915 0.9844  0.00
H 3.9828 -0.5500 1.0486  0.00
H -3.9379 -0.0145 -2.6505  0.00
H -2.1385 0.1301 -4.3038  0.00
H -6.4344 3.0287 -1.0099  0.00
H 2.3857 -4.8216 -2.4998  0.00
H -2.6225 3.4006 4.0697  0.00
H -3.1589 4.9645 -2.7230  0.00
H 4.7174 -3.7999 -2.8383  0.00
H -3.3977 1.2263 1.3804  0.02
H -3.5307 -3.2305 -4.2793  0.00
H 4.4420 -2.5214 -4.9754  0.00
H 3.0229 -1.7211 -4.2830  0.00
H 5.1723 -1.2443 2.1677  0.00
H 6.0409 1.8290 -4.6005  0.00
H -4.0479 -3.4843 -2.6124  0.00
H 2.4454 3.1647 -1.4961  0.00
H -2.2073 5.6716 -0.5821  0.00
H 0.8235 -3.2863 4.1377  0.00
H 2.6201 -3.7055 2.1065  0.00
H 4.7962 -2.0437 -2.5695  0.00
H -0.9371 3.4422 5.8994  0.00
H 3.7982 4.8976 -2.6493  0.00
H -0.5928 -4.1265 -2.1755  0.00
H 1.6440 -4.1488 -1.0274  0.00
H -4.4641 -1.9965 -3.4422  0.00
H 2.9910 -3.4606 -4.5967  0.00
H -5.2408 2.8287 1.1481  0.00
H -0.4502 -0.2758 -4.0216  0.00
H -5.7690 1.5903 -2.9125  0.00
H 0.3516 -3.0317 -3.1672  0.00
H 4.6736 0.1198 -3.4578  0.00
H -2.5907 2.6967 -3.6206  0.00
H -2.9569 -5.6078 0.9583  0.00
H -1.1095 1.2357 -2.2241  -0.02
H -3.9797 -0.8945 1.9512  0.01
H -1.8571 -3.8113 -0.3123  0.01
H -5.0338 -2.6710 3.2679  0.00
H -4.5511 -5.0473 2.7598  0.00
H -1.4135 -1.2449 -5.1301  0.00
H -3.0936 1.7549 3.5748  0.00
H 1.8583 3.1184 3.1741  0.00

Results
Calculated total energy in eV: -213514.7843
2S+1: 2
Gap between HOMO and LUMO (spin up / spin down) in eV: 6.5 / 4.4
Net charge: -1
LUMO (spin up / spin down) in hartree: 0.084 / 0.006


3.
# C5H75BFN2O37P

35 unconnected molecules or ions with the total composition C5H75BFN2O37P at a distorted geometry (ωB97M-V/def2-TZVPD, the Open Molecules 2025 dataset).

Each line ends with the Mulliken charge.
Positions of all 122 atoms, in Å:
P 0.7584 -1.5245 1.9028  0.07
F 1.2710 3.2648 2.1805  -0.26
O 1.7838 -1.7850 -5.8799  -0.63
O -4.1228 0.8903 -9.6881  -0.64
O -1.4499 1.0802 -7.3366  -0.62
O -2.4162 -6.9117 5.3761  -0.67
O -0.6690 -4.4664 5.1555  -0.58
O 5.3505 -1.3035 4.8448  -0.56
O -5.3624 -6.0141 5.2172  -0.63
O 3.7518 -3.4104 -6.8090  -0.62
O -0.2123 0.1154 -4.8431  -0.46
O -4.3951 0.2939 2.1672  -0.69
O -2.0725 -1.2248 3.8970  -0.58
O 3.4287 4.4759 4.0542  -0.59
O -2.8890 3.6101 2.3808  -0.52
O 2.8747 1.7034 -7.1733  -0.61
O 4.4656 -4.8412 4.2948  -0.71
O -4.1048 5.5815 -8.5652  -0.65
O 0.7159 2.7798 5.2277  -0.61
O -6.0540 2.6551 2.3032  -0.65
O 3.3295 -2.1887 3.1261  -0.50
O -1.0158 3.5716 -4.8253  -0.62
O -0.2415 1.6993 1.9032  -0.27
O -9.7785 0.5655 -1.4889  -0.63
O 6.4881 -2.7552 1.7893  -0.63
O -8.1215 3.9893 3.8893  -0.65
O -9.9003 1.8350 1.7433  -0.64
O 9.4674 -2.0484 1.1209  -0.66
O 2.2407 1.1801 -4.2155  -0.59
O 10.1522 0.6557 0.3849  -0.64
O 4.1534 6.4252 -0.3898  -0.60
O -3.7876 2.7901 -7.4958  -0.60
O -0.0856 -1.5989 -2.6826  -0.57
O 3.1903 -1.0745 -2.3034  -0.62
O 3.2057 3.6136 0.0322  -0.63
O 1.9012 -0.0516 -0.0338  -0.76
O 6.3724 -3.5937 6.2431  -0.62
O -7.5947 0.3433 0.8622  -0.63
O -2.3179 1.6566 -0.1932  -0.59
N 1.9760 1.0815 1.9394  0.04
N 1.6077 -3.9948 3.0196  -0.43
C -2.5674 -2.3957 0.8235  0.47
C -1.3984 -2.5538 0.5991  -1.08
C 1.6164 -0.0849 1.1425  0.30
C 0.9148 1.9720 1.9999  0.22
C 0.0799 -2.5669 0.4961  -0.29
B 2.0527 -2.6510 2.7822  0.23
H -4.5021 2.2775 -7.1004  0.30
H 5.7162 -4.0736 5.7218  0.39
H 0.2789 0.7578 -4.3165  0.23
H 4.4486 -3.9383 3.9448  0.41
H 3.4227 -2.0225 4.0781  0.30
H 10.2725 -2.0553 1.6504  0.31
H -7.4490 1.2607 1.1196  0.42
H 5.8474 -1.4581 4.0323  0.29
H 4.8718 7.0612 -0.4608  0.30
H -1.5951 1.7986 0.4301  0.37
H -4.0104 0.7091 1.3796  0.37
H 5.5331 -2.6223 1.7406  0.24
H -2.7519 -7.8046 5.4934  0.30
H 6.1098 -3.7144 7.1601  0.30
H 3.0854 4.3978 3.1591  0.30
H -4.9550 -5.5942 5.9816  0.33
H -10.3638 -0.1424 -1.2063  0.30
H 0.5982 -4.0116 3.1567  0.20
H 10.9335 0.5265 -0.1603  0.31
H 1.1633 3.5507 5.5938  0.31
H 0.3980 -2.1363 -0.4571  -0.08
H -0.0999 -1.4622 -3.6457  0.35
H -2.0884 3.2426 1.9926  0.27
H 2.0570 -4.3662 3.8544  0.21
H 4.1400 5.1202 3.9812  0.30
H -0.2618 -4.0622 5.9281  0.31
H 2.2889 3.3842 0.1982  0.31
H -1.6616 -0.4428 3.5141  0.32
H -3.9281 1.7390 -9.2709  0.36
H 6.8477 -2.1046 1.1742  0.33
H 0.7423 2.9343 4.2816  0.30
H -2.7688 -6.6358 4.5218  0.32
H -3.5327 -2.0818 1.1663  0.49
H -3.9978 0.7764 2.9013  0.26
H 3.4933 -1.9869 -2.2818  0.32
H 3.1512 1.4120 -4.4331  0.33
H -7.5765 3.8438 3.1033  0.38
H -6.7199 -0.0599 0.9071  0.27
H -2.9521 4.4988 2.0180  0.27
H -3.4645 6.0180 -7.9956  0.31
H 3.8115 6.3482 -1.2866  0.31
H 9.7946 -0.2343 0.5147  0.37
H 2.1483 1.2819 -7.6444  0.30
H 2.2751 -1.6310 -6.6956  0.33
H 8.9386 -2.7674 1.4869  0.33
H 2.6494 1.5915 -6.2436  0.31
H 1.5810 -0.8999 -5.5468  0.38
H -5.8057 1.7299 2.4499  0.37
H 0.4422 -3.5890 0.6304  0.54
H -1.8900 1.4851 -1.0380  0.24
H -1.3194 -5.0786 5.5231  0.29
H 2.7178 1.5540 1.4049  0.39
H -5.0482 0.7231 -9.4854  0.30
H -1.3281 -1.7569 4.1954  0.26
H 0.4678 -0.8839 -2.3567  0.27
H 5.2689 -5.2196 3.9183  0.33
H -3.9644 4.6373 -8.4152  0.35
H 3.2934 -3.2557 -5.9726  0.34
H 6.0222 -1.1129 5.5057  0.27
H -5.5160 3.1352 2.9420  0.27
H 3.3152 4.4850 0.4354  0.31
H -1.7943 1.4556 -8.1534  0.24
H -0.0992 3.3815 -4.5969  0.30
H -9.0077 0.4781 -0.9132  0.32
H -0.6967 0.6555 -5.4807  0.21
H -3.2765 3.0993 -6.7399  0.31
H -1.1582 3.0772 -5.6405  0.29
H -9.6542 0.9129 1.8717  0.33
H -9.3778 2.3167 2.3963  0.30
H -6.0176 -6.6106 5.5922  0.31
H 2.3447 0.4601 -3.5765  0.19
H -7.4905 4.1349 4.5994  0.29
H 2.6581 -0.9781 -1.4990  0.44
H -1.9225 0.2437 -7.2507  0.30
H 4.0367 -4.3278 -6.7705  0.29

Results
Calculated total energy in eV: -97824.2075
Gap between HOMO and LUMO in eV: 9.0
LUMO in hartree: -0.021


4.
# C4H5NO

C4H5NO in the gas phase (ωB97M-V/def2-TZVPD, the Open Molecules 2025 dataset).

Each line ends with the natural charge from an NBO analysis.
Positions of all 11 atoms, in Å:
O 0.9625 0.4792 0.2378  -0.42
N -0.7724 -0.9034 0.3056  -0.47
C 1.1502 -0.3606 1.2974  0.03
C -0.2147 0.0903 -0.3055  0.50
C -0.7223 0.8603 -1.4734  -0.67
C 0.0975 -1.2025 1.3445  -0.12
H 2.0493 -0.2219 1.8766  0.21
H -1.2894 1.7359 -1.1386  0.23
H -1.3840 0.2253 -2.0648  0.24
H 0.1036 1.2073 -2.0989  0.23
H -0.1057 -2.0007 2.0441  0.22

Results
Calculated total energy in eV: -7766.2880
Gap between HOMO and LUMO in eV: 10.2
SMILES: Cc1ncco1
LUMO in hartree: 0.039


5.
# CH3FIP

2 unconnected molecules or ions with the total composition CH3FIP at a distorted geometry (ωB97M-V/def2-TZVPD, the Open Molecules 2025 dataset).

Each line ends with the natural charge from an NBO analysis.
Positions of all 7 atoms, in Å:
I 0.7356 3.0439 0.8379  0.14
P -1.3468 -1.0873 -1.5541  0.71
F -1.5252 -1.5854 -0.0402  -0.59
C 0.7168 0.9178 0.7302  -0.56
H -0.1857 -2.0649 -1.9015  -0.11
H 1.7895 0.4256 0.8156  0.20
H -0.1842 0.3504 1.1120  0.20

Results
Calculated total energy in eV: -21189.1910
Gap between HOMO and LUMO (spin up / spin down) in eV: 7.5 / 8.3
LUMO (spin up / spin down) in hartree: -0.040 / -0.019